[1]
This record from the Open Molecules 2025 dataset describes C16H33N4O6V as an isolated structure at a distorted geometry. The level of theory is the ωB97M-V functional and the def2-TZVPD basis.

```
60
Properties=species:S:1:pos:R:3:forces:R:3
V -1.1916 0.4481 2.4677 -0.2 -1.8 -3.1
C -1.4227 -0.1143 -1.5735 -0.1 -0.2 -0.7
C -1.1500 0.1762 -0.1261 -1.1 0.9 -0.1
O -2.1350 0.6824 0.5256 0.0 -0.1 1.6
O -0.0830 -0.0042 0.4969 0.5 -0.3 1.0
H -0.7532 -0.8372 -2.0352 0.2 0.1 0.2
H -1.4479 0.7761 -2.2099 0.5 0.3 0.5
H -2.4549 -0.4345 -1.7398 0.1 -0.3 0.5
C 4.6704 2.3778 0.9505 -0.4 0.0 -0.6
O 5.4464 2.5541 1.8536 0.2 0.1 0.5
N 4.1594 1.1868 0.5675 -0.3 -1.2 0.6
C 3.3219 1.0425 -0.6187 0.6 1.3 0.4
C 4.4510 -0.0202 1.3259 0.1 0.0 0.2
H 4.2822 3.1925 0.3150 0.1 0.2 0.0
H 3.9324 0.9736 -1.5206 -0.1 -0.2 -0.1
H 2.7787 1.9873 -0.6319 -0.4 -0.2 -0.6
H 2.6355 0.2034 -0.5700 0.0 0.0 0.3
H 4.8842 0.1734 2.3061 0.3 0.5 -0.3
H 3.5237 -0.5445 1.5716 0.0 -0.2 -0.5
H 5.1504 -0.6389 0.7644 -0.2 -0.4 0.1
C -2.0432 -2.8903 2.7395 -0.6 -1.0 -1.0
O -1.6487 -1.7178 2.7165 0.3 1.8 0.4
N -2.4634 -3.5678 1.6731 0.1 0.3 0.7
C -2.6923 -4.9893 1.7934 -1.0 -1.1 0.8
C -2.5789 -2.9608 0.3739 0.4 0.3 -0.9
H -2.1212 -3.5312 3.6228 0.4 0.5 0.4
H -2.1088 -5.5865 1.0971 0.2 0.2 -0.1
H -3.7397 -5.3019 1.7084 0.0 0.6 -0.7
H -2.5174 -5.3443 2.8131 0.7 0.3 -0.1
H -1.7630 -3.2965 -0.2750 -0.1 -0.1 0.0
H -3.5247 -3.1977 -0.1116 0.0 -0.2 0.2
H -2.5014 -1.8782 0.4200 -0.1 -0.1 0.4
C -0.9135 4.4653 -1.1743 0.7 0.3 -0.8
O -0.5581 4.5637 -0.0163 -0.1 -0.3 0.1
N -0.1298 4.1214 -2.2355 -0.6 0.1 1.1
C 1.2844 3.8701 -2.1153 0.3 -0.5 0.1
C -0.7693 3.8071 -3.4806 0.0 -0.8 -1.0
H -1.9125 4.7431 -1.5485 -0.2 -0.2 0.3
H 1.5220 2.8414 -2.4061 0.0 0.1 -0.4
H 1.6529 3.9201 -1.0925 -0.4 0.5 0.1
H 1.8192 4.5937 -2.7302 0.2 -0.2 0.0
H -1.6834 4.3725 -3.6484 0.1 0.2 0.1
H -0.0862 3.9498 -4.3215 0.0 0.4 0.1
H -1.0416 2.7428 -3.5637 0.0 0.1 0.3
C 1.1377 -3.9530 2.0859 0.1 0.2 0.9
C 2.1543 -3.6175 1.0417 -0.3 0.8 -1.2
O 3.3348 -3.6987 1.2178 0.5 -0.1 0.4
C 1.5826 -3.1420 -0.3069 0.0 -0.9 1.1
H 0.1699 -4.1979 1.6578 0.0 -0.4 0.0
H 0.9849 -3.0673 2.7156 0.0 0.2 -0.3
H 1.5361 -4.6814 2.7919 -0.2 -0.3 -0.3
H 2.2543 -2.4648 -0.8193 0.0 0.1 0.0
H 0.5933 -2.7371 -0.1053 0.0 0.3 -0.4
H 1.4808 -4.0831 -0.8559 -0.1 0.2 -0.3
C -3.8679 3.2847 0.1714 0.4 0.4 -0.3
C -4.0105 2.8070 -1.2022 0.0 -0.3 0.3
N -4.0417 2.3854 -2.2692 0.0 0.0 -0.1
H -4.1539 4.3342 0.2282 -0.1 -0.1 0.1
H -2.8042 3.2305 0.4042 0.0 0.0 0.1
H -4.4299 2.6922 0.8867 -0.1 -0.1 -0.1
```
Forces are in eV/Å.

As for the HOMO energy (spin up / spin down): -11.118 / -11.118 eV. Its expectation value of S² is 3.76. The HOMO-LUMO gap (spin up / spin down) comes out at 0.2251 / 0.2249 Eh. The net charge is +1. The calculation puts the LUMO energy (spin up / spin down) at -0.1835 / -0.1837 Eh. The calculation puts the total energy at -2243.66623 a.u. Its spin multiplicity is 4.



[2]
This record from the Open Molecules 2025 dataset describes a 3-piece molecular cluster, CH7O2S overall. The level of theory is the ωB97M-V functional and the def2-TZVPD basis.

```
11
Properties=species:S:1:pos:R:3:forces:R:3
C -1.5628 -1.2493 -1.0031 0.1 -0.8 -0.2
S -0.2435 -0.3235 -0.1780 0.0 0.4 0.1
H -2.2168 -0.7097 -1.6908 0.0 0.4 0.2
H -2.1682 -1.7580 -0.2499 -0.2 0.0 -0.1
H -1.1238 -2.0362 -1.6273 0.0 -0.1 0.1
H 1.8038 2.1672 -1.0458 -0.1 -0.1 -0.1
H 0.8605 1.1404 -1.6466 0.1 -0.2 0.2
O 1.5539 1.7886 -1.8954 0.1 0.3 -0.1
H 0.1487 0.7779 3.2265 0.2 0.0 0.2
H 0.0340 -0.3312 2.2652 0.1 -0.4 -0.8
O 0.4843 -0.1162 3.0937 -0.2 0.4 0.5
```
Forces are in eV/Å.

As for the HOMO energy: -2.872 eV. The HOMO-LUMO gap comes out at 0.2553 Eh. The net charge is -1. The calculation puts the LUMO energy at 0.1497 Eh. The calculation puts the total energy at -591.00625 a.u.



[3]
This record from the Open Molecules 2025 dataset describes C19H23BNO5PtS as an isolated structure. The level of theory is the ωB97M-V functional and the def2-TZVPD basis.

```
51
Properties=species:S:1:pos:R:3:forces:R:3
Pt -1.2544 0.6391 -0.5252 -0.4 -0.2 0.3
O -2.9210 -1.6998 1.4675 -0.1 0.0 -0.1
C -3.4422 -0.4782 1.9477 0.1 0.0 0.0
C -2.3600 0.4263 2.4794 -0.1 0.0 0.0
C -2.1286 0.5015 3.8473 -0.1 0.1 0.0
C -1.2070 1.4036 4.3460 0.0 0.0 0.0
C -0.5547 2.2352 3.4536 0.0 0.0 0.0
C -0.7994 2.0718 2.1031 -0.1 0.1 0.0
N -1.6545 1.1681 1.6094 0.4 -0.2 -0.3
H -2.8611 -1.5669 0.5044 0.1 0.0 0.0
H -4.1516 -0.6801 2.7556 0.1 -0.1 0.0
H -3.9592 0.0401 1.1407 -0.1 0.0 0.1
H -2.6974 -0.1426 4.5044 0.0 0.0 0.0
H -1.0181 1.4715 5.4104 0.0 0.0 0.0
H 0.1522 2.9843 3.7821 0.0 0.0 0.0
H -0.3037 2.6909 1.3712 0.0 0.0 0.0
O -4.9755 -0.5241 -2.2666 0.0 0.0 0.0
C -3.8091 -0.6710 -1.9192 0.0 0.0 0.0
O -3.3011 -0.1874 -0.8371 0.1 0.2 -0.1
C -2.9241 -1.5755 -2.7485 0.0 -0.1 0.0
C -3.5002 -2.7635 -3.1918 0.0 0.0 0.0
C -2.7851 -3.6773 -3.9485 0.0 0.0 0.0
C -1.4700 -3.3900 -4.2893 0.0 0.0 0.0
C -0.8885 -2.2089 -3.8598 0.0 0.0 0.0
C -1.5938 -1.2869 -3.0800 -0.1 0.1 0.1
S -0.7648 0.2297 -2.6860 0.2 -0.1 -0.1
H -4.5372 -2.9459 -2.9395 0.0 0.0 0.0
H -3.2504 -4.5997 -4.2747 0.0 0.0 0.0
H -0.8933 -4.0879 -4.8857 0.0 0.0 0.0
H 0.1384 -1.9791 -4.1172 0.0 0.0 0.0
C 2.8747 2.1697 1.6728 0.0 0.0 0.0
C 2.6844 0.8419 0.9435 0.0 0.0 0.0
C 3.4594 -0.2511 1.6618 0.0 0.0 0.0
O 1.2917 0.5229 0.9842 0.0 0.0 -0.1
B 0.6886 0.8796 -0.2427 0.1 0.0 0.1
O 1.6911 1.2897 -1.1210 -0.1 0.2 0.0
C 2.9690 0.9419 -0.5868 0.0 0.0 0.0
C 3.3657 -0.3941 -1.2091 0.0 0.0 0.0
C 3.9724 2.0126 -0.9819 0.0 0.0 0.0
H 2.5088 2.0590 2.6948 0.0 0.0 0.0
H 2.3040 2.9629 1.1863 0.0 0.0 0.0
H 3.9243 2.4677 1.7092 0.0 0.0 0.0
H 3.2385 -0.2134 2.7297 0.0 0.0 0.0
H 4.5367 -0.1202 1.5294 0.0 0.0 0.0
H 3.1753 -1.2340 1.2916 0.0 0.0 0.0
H 2.6548 -1.1738 -0.9330 0.0 0.0 0.0
H 4.3699 -0.7024 -0.9105 0.0 0.0 0.0
H 3.3352 -0.2872 -2.2936 0.0 0.0 0.0
H 3.6280 3.0033 -0.6906 0.0 0.0 0.0
H 4.0963 2.0029 -2.0654 0.0 0.0 0.0
H 4.9465 1.8250 -0.5225 0.0 0.0 0.0
```
Forces are in eV/Å.

As for the HOMO energy: -4.004 eV. The HOMO-LUMO gap comes out at 0.2380 Eh. The net charge is -1. The calculation puts the LUMO energy at 0.0909 Eh. The calculation puts the total energy at -1711.36692 a.u.



[4]
This record from the Open Molecules 2025 dataset describes C46H43F5N7O4STi as an isolated structure at a distorted geometry. The level of theory is the ωB97M-V functional and the def2-TZVPD basis.

```
107
Properties=species:S:1:pos:R:3:forces:R:3
Ti 1.9573 1.2665 0.1958 0.9 0.2 -0.1
C 5.7106 2.2874 -1.8500 0.0 0.0 0.1
N 5.7622 1.4872 -0.6322 0.1 0.0 -0.1
C 7.0035 1.7175 0.0846 -0.1 0.1 0.0
C 5.2710 0.1786 -0.6664 -0.1 0.2 0.0
C 6.0956 -0.8960 -0.3098 0.1 -0.1 0.0
C 5.6353 -2.1982 -0.3073 0.0 0.0 0.0
C 4.3261 -2.4807 -0.6809 0.1 -0.1 0.0
C 3.4988 -1.4391 -1.0361 0.0 0.1 -0.1
C 3.9257 -0.1109 -0.9977 0.2 0.1 0.0
N 2.9633 0.9157 -1.3665 -0.1 -0.6 -1.1
C 2.7157 0.9864 -2.7874 0.3 -0.1 0.2
C 3.3931 0.1779 -3.7078 0.1 0.0 0.2
C 3.0437 0.1520 -5.0496 0.0 0.0 0.0
C 2.0066 0.9433 -5.5111 0.0 0.0 0.0
C 1.3808 1.8121 -4.6288 0.0 0.0 -0.1
C 1.7469 1.8639 -3.2892 -0.1 0.0 0.1
N 1.1723 2.7624 -2.3555 0.1 0.2 -0.1
C 2.1141 3.8509 -2.0413 -0.1 0.0 -0.1
C -0.1281 3.3043 -2.7192 0.1 -0.1 0.0
H 6.6410 2.1851 -2.4247 0.0 0.0 0.0
H 5.5883 3.3433 -1.5940 0.0 0.0 0.0
H 4.8932 1.9846 -2.4931 0.0 0.0 0.0
H 7.0833 2.7854 0.2984 0.0 0.0 0.0
H 7.8904 1.4272 -0.4956 0.0 0.0 0.0
H 7.0112 1.1787 1.0300 0.0 0.0 0.0
H 7.1304 -0.7080 -0.0547 -0.1 0.0 0.0
H 6.3115 -3.0034 -0.0446 0.0 0.1 0.0
H 3.9626 -3.5010 -0.6972 0.0 0.1 0.0
H 2.4847 -1.6364 -1.3528 -0.1 0.0 0.0
H 4.2026 -0.4492 -3.3695 0.0 -0.1 0.1
H 3.5811 -0.4995 -5.7284 0.0 0.0 0.1
H 1.6975 0.9099 -6.5487 0.0 0.0 0.1
H 0.6016 2.4635 -5.0007 0.0 0.0 0.0
H 1.6594 4.5305 -1.3203 0.1 0.0 -0.1
H 2.3740 4.4206 -2.9403 0.0 0.0 0.0
H 3.0230 3.4444 -1.6043 0.0 0.0 0.0
H -0.0859 3.9829 -3.5794 0.0 0.0 0.0
H -0.5119 3.8840 -1.8775 0.0 0.0 -0.1
H -0.8239 2.4945 -2.9389 0.0 0.0 0.0
C -11.0775 -6.5911 0.8250 0.0 0.0 0.0
O -10.0705 -6.5243 -0.1766 -0.1 -0.1 0.0
C -9.0263 -5.7002 0.0366 0.0 0.1 0.1
C -8.8831 -4.8862 1.1576 0.0 0.1 0.1
C -7.7634 -4.0781 1.2814 0.0 0.0 0.0
C -6.7751 -4.0650 0.3037 0.1 0.1 0.0
C -6.9336 -4.8866 -0.8152 0.1 0.0 0.0
C -8.0419 -5.6936 -0.9500 0.1 0.0 -0.2
C -5.6118 -3.1858 0.4747 0.0 0.1 0.1
N -5.3664 -2.4460 1.5341 0.0 0.0 0.1
C -4.2037 -1.7774 1.2488 -0.1 -0.1 0.2
C -3.7312 -2.1104 0.0108 -0.1 0.0 -0.1
N -4.6426 -3.0176 -0.4788 0.1 -0.1 -0.2
C -2.5708 -1.5216 -0.5740 0.1 0.1 0.0
C -2.0721 -1.8837 -1.8332 -0.2 -0.1 0.0
C -1.0058 -1.2039 -2.3497 0.1 0.0 -0.1
C -0.4683 -0.1611 -1.5978 0.0 0.3 0.1
N -0.8641 0.1773 -0.3824 -0.5 -0.2 0.1
C -1.9030 -0.5093 0.1607 0.1 -0.1 -0.2
C -2.3423 -0.2227 1.5378 0.0 0.1 0.0
N -1.6181 0.6400 2.2759 0.1 0.0 0.0
C -1.9550 0.8398 3.5355 0.1 0.1 -0.1
C -3.0548 0.2353 4.1538 0.0 0.1 0.1
C -3.8348 -0.6059 3.4053 -0.1 0.0 0.0
C -3.4773 -0.8627 2.0757 0.0 0.0 0.0
H -11.7988 -7.3221 0.4757 0.0 0.0 0.0
H -11.5743 -5.6267 0.9527 0.0 0.0 0.0
H -10.6629 -6.9183 1.7809 0.0 0.0 0.0
H -9.6386 -4.8694 1.9309 0.1 0.0 0.0
H -7.6439 -3.4387 2.1462 0.0 0.0 0.0
H -6.1819 -4.9087 -1.5977 -0.1 0.0 0.0
H -8.1732 -6.3338 -1.8141 0.0 0.0 0.1
H -4.6163 -3.4706 -1.3740 0.0 0.0 0.0
H -2.5361 -2.6900 -2.3914 0.0 0.1 0.0
H -0.5840 -1.4455 -3.3175 0.0 0.0 0.0
H 0.3147 0.4443 -2.0356 0.1 0.0 0.0
H -1.3207 1.5248 4.0961 -0.1 -0.1 0.0
H -3.2791 0.4436 5.1920 0.0 0.0 0.0
H -4.7165 -1.0886 3.8080 0.0 0.0 0.0
C 0.3910 3.9263 2.5933 0.1 0.0 0.0
S 0.1721 4.0020 0.8174 -0.1 -0.1 0.3
C -1.5460 3.5566 0.7411 -0.1 -0.1 -0.2
O 0.8717 2.7262 0.3145 -0.9 1.1 0.3
H -0.5102 4.3006 3.0771 0.0 0.0 0.0
H 1.2473 4.5417 2.8610 0.0 0.0 0.0
H 0.5702 2.8779 2.8345 -0.1 0.0 0.0
H -2.1248 4.3500 1.2168 0.1 0.0 0.0
H -1.6460 2.5987 1.2507 -0.1 -0.1 0.0
H -1.8223 3.4611 -0.3093 0.0 0.0 0.1
C 1.2891 -1.5333 2.8541 0.0 -0.1 0.0
C 1.4314 -0.3510 1.9661 -0.2 -0.1 0.2
O 1.4063 0.8214 2.3723 0.0 0.0 -0.2
O 1.6068 -0.5343 0.6880 -0.2 -0.7 0.5
H 1.6412 -1.2880 3.8532 0.0 0.0 0.0
H 1.8494 -2.3706 2.4427 0.0 0.0 0.0
H 0.2320 -1.8084 2.9040 0.0 0.0 0.0
F 3.0437 4.4068 0.7254 0.0 0.1 0.0
C 3.7260 3.5072 1.4800 -0.1 -0.1 -0.3
C 3.5186 2.1544 1.3064 0.2 -0.1 0.6
C 4.2453 1.3560 2.1863 -0.1 0.1 -0.3
F 4.1169 0.0180 2.1554 -0.1 -0.2 -0.1
C 5.1163 1.8455 3.1309 0.1 0.0 0.1
F 5.7779 1.0239 3.9420 0.1 -0.1 0.0
C 5.3012 3.2105 3.2381 0.1 0.0 0.1
F 6.1444 3.7020 4.1340 0.1 0.1 0.1
C 4.5985 4.0505 2.4036 0.0 0.1 0.0
F 4.7486 5.3709 2.5015 0.0 0.1 0.0
```
Forces are in eV/Å.

As for the HOMO energy: -9.701 eV. The HOMO-LUMO gap comes out at 0.2515 Eh. The net charge is +1. The calculation puts the LUMO energy at -0.1050 Eh. The calculation puts the total energy at -4209.82925 a.u.